Entry from OMol25: a cluster of 10 separate species, C48H112N4O4 in total in a non-equilibrium geometry (ωB97M-V with the def2-TZVPD basis set).

Properties
DFT total energy	-65744.8784	eV
HOMO energy	-8.87	eV
structure (SMILES)	CNC(C)=O.CNC(C)=O.CNC(C)=O.CNC(C)=O.CCCCCC.CCCCCC.CCCCCC.CCCCCC.CCCCCC.CCCCCC
molar mass	809.45	g/mol

The geometry in XYZ format:
```
168
Properties=species:S:1:pos:R:3:mulliken_charge:R:1
C -1.237 4.852 -1.126 -0.64
C -0.331 4.907 -2.359 -0.97
C 1.105 4.462 -2.002 1.29
C 2.064 4.422 -3.186 -1.15
C 3.518 4.136 -2.773 1.11
C 4.443 3.706 -3.887 -1.38
H -0.817 5.586 -0.426 0.31
H -1.278 3.922 -0.580 -0.21
H -2.274 5.133 -1.328 0.41
H -0.689 4.242 -3.154 0.41
H -0.243 5.906 -2.836 0.35
H 1.058 3.477 -1.520 -0.68
H 1.492 5.195 -1.274 0.11
H 1.730 3.576 -3.880 0.16
H 1.948 5.367 -3.709 0.49
H 3.838 5.086 -2.284 0.24
H 3.565 3.287 -2.024 -0.71
H 4.387 4.363 -4.800 0.41
H 5.461 3.708 -3.486 0.39
H 4.303 2.664 -4.186 0.15
C -2.975 -4.695 7.257 -1.15
C -2.850 -5.088 5.780 -0.51
C -3.829 -4.317 4.893 -0.54
C -3.591 -2.803 4.854 -0.82
C -2.196 -2.510 4.321 0.19
C -2.073 -1.080 3.886 -0.94
H -2.429 -5.357 7.905 0.40
H -4.014 -4.762 7.595 0.26
H -2.612 -3.650 7.361 0.24
H -1.819 -5.005 5.398 0.17
H -3.099 -6.153 5.720 0.44
H -4.893 -4.477 5.207 0.42
H -3.629 -4.735 3.879 0.12
H -4.382 -2.401 4.185 0.23
H -3.725 -2.264 5.805 0.46
H -1.443 -2.878 5.047 0.38
H -2.004 -3.199 3.466 0.00
H -1.066 -0.751 3.681 0.34
H -2.693 -0.954 2.983 -0.26
H -2.484 -0.509 4.703 0.59
C 2.933 -3.275 5.039 -1.45
C 2.560 -3.956 3.766 -0.39
C 1.622 -3.220 2.801 1.13
C 1.230 -3.997 1.598 -1.27
C 0.113 -3.253 0.797 2.67
C -0.406 -4.193 -0.254 -1.81
H 3.501 -2.395 4.886 0.32
H 3.483 -3.973 5.652 0.42
H 2.059 -3.003 5.646 0.28
H 3.545 -4.175 3.293 0.24
H 2.058 -4.907 4.023 0.39
H 2.119 -2.277 2.535 -0.33
H 0.731 -2.874 3.358 -0.50
H 2.113 -4.187 0.974 0.30
H 0.895 -4.942 1.930 0.68
H -0.739 -2.997 1.425 -0.62
H 0.477 -2.301 0.424 -0.78
H -0.874 -5.105 0.132 0.45
H -1.206 -3.745 -0.854 0.12
H 0.393 -4.531 -0.903 0.39
C -0.707 4.294 2.854 -1.14
C 0.424 3.289 2.947 -0.18
C 1.470 3.597 1.940 1.01
C 2.097 4.985 1.986 -0.93
C 3.375 5.059 1.147 0.76
C 3.845 6.522 0.816 -1.66
H -1.530 4.182 3.551 0.40
H -1.145 4.426 1.847 0.07
H -0.295 5.286 3.089 0.43
H 0.868 3.372 3.927 0.50
H 0.068 2.270 2.826 -0.21
H 1.120 3.456 0.894 -0.86
H 2.264 2.836 2.022 0.22
H 1.390 5.649 1.494 0.37
H 2.246 5.460 2.943 0.45
H 4.226 4.743 1.777 0.54
H 3.383 4.355 0.279 -0.72
H 4.743 6.539 0.172 0.37
H 3.032 7.039 0.234 0.26
H 3.941 7.105 1.709 0.49
C 2.478 -2.950 -1.888 -0.78
C 3.606 -2.000 -2.090 1.32
C 4.113 -1.909 -3.495 -1.15
C 5.272 -0.873 -3.586 0.59
C 6.021 -1.016 -4.908 -0.60
C 7.136 0.077 -5.066 -1.17
H 1.604 -2.671 -2.467 0.00
H 2.136 -2.950 -0.839 -0.47
H 2.750 -3.974 -2.216 0.58
H 3.206 -1.055 -1.752 -0.96
H 4.440 -2.324 -1.443 0.37
H 3.365 -1.565 -4.215 0.28
H 4.487 -2.848 -3.921 0.56
H 4.840 0.099 -3.549 -0.65
H 5.925 -0.946 -2.732 0.36
H 6.429 -2.019 -4.918 0.39
H 5.369 -0.922 -5.763 0.31
H 7.795 0.124 -4.214 0.33
H 7.748 0.154 -5.968 0.38
H 6.671 1.053 -5.033 0.17
C -8.399 1.763 -1.456 -1.29
C -7.609 2.219 -0.246 -0.47
C -6.161 1.806 -0.150 0.13
C -5.369 2.232 1.048 -1.17
C -3.882 1.786 1.084 1.63
C -3.389 2.111 2.506 -1.35
H -8.521 0.674 -1.463 0.25
H -7.891 2.023 -2.360 0.33
H -9.341 2.246 -1.588 0.42
H -7.573 3.315 -0.274 0.31
H -8.158 2.053 0.683 0.36
H -5.533 2.111 -1.016 0.35
H -6.118 0.695 -0.194 -0.22
H -5.298 3.312 1.075 0.40
H -5.914 1.898 1.930 0.31
H -3.770 0.695 0.885 -0.65
H -3.312 2.282 0.280 -0.16
H -3.775 3.087 2.738 0.62
H -3.746 1.449 3.246 0.33
H -2.276 2.157 2.653 -0.06
C -4.161 -1.996 -1.083 -0.37
C -4.255 -2.525 0.402 0.09
O -3.280 -2.571 1.151 -0.26
N -5.423 -3.100 0.827 -0.15
C -6.575 -3.298 -0.042 -0.98
H -5.046 -1.394 -1.301 0.38
H -4.015 -2.858 -1.719 0.62
H -3.280 -1.383 -1.009 -0.60
H -5.363 -3.612 1.714 0.30
H -7.410 -3.729 0.513 0.37
H -6.245 -3.926 -0.832 0.34
H -7.014 -2.358 -0.379 0.20
C 4.689 -1.596 1.302 -0.58
C 4.176 -0.326 0.730 0.21
O 3.000 0.032 0.826 -0.57
N 5.112 0.442 0.127 0.02
C 4.822 1.642 -0.640 -0.11
H 4.209 -2.391 0.705 0.03
H 4.453 -1.690 2.361 0.06
H 5.792 -1.714 1.184 0.39
H 6.024 0.017 -0.008 0.29
H 5.784 2.124 -0.775 0.32
H 4.108 2.282 -0.062 -0.14
H 4.408 1.414 -1.643 -0.26
C -0.755 0.337 0.694 2.06
C -0.645 0.310 -0.790 -0.36
O -1.613 0.224 -1.539 -0.77
N 0.639 0.595 -1.222 1.61
C 1.151 0.615 -2.550 -0.19
H -1.742 0.018 1.065 -1.27
H -0.552 1.323 1.012 -0.22
H 0.005 -0.286 1.187 -0.38
H 1.400 0.579 -0.567 -0.44
H 1.054 -0.274 -3.177 -0.19
H 2.234 0.867 -2.493 -0.23
H 0.777 1.436 -3.187 0.31
C -2.057 -1.850 -4.141 -0.47
C -0.894 -1.876 -5.046 0.23
O 0.155 -1.447 -4.664 -0.48
N -1.022 -2.490 -6.259 -0.18
C 0.088 -2.488 -7.179 -0.87
H -3.017 -1.842 -4.659 0.45
H -2.069 -0.934 -3.582 -0.01
H -2.027 -2.707 -3.488 0.22
H -1.882 -2.887 -6.507 0.22
H -0.204 -3.060 -8.061 0.37
H 0.947 -3.119 -6.879 0.25
H 0.506 -1.496 -7.464 0.23
```